27
Properties=species:S:1:pos:R:3:forces:R:3 method="wB97M-V/def2-TZVPD" homo_ev=-10.52 homo_lumo_gap_ev=10.1 total_energy_ev=-18719.2230 e_above_lowest_ev=2.9124
H -17.327072 19.917786 7.350321 -0.99 -3.69 1.18
O -17.105401 20.610745 6.799613 0.09 1.82 -1.85
H -20.334164 19.020686 8.698301 -0.93 -0.64 -0.44
H -22.238927 17.340165 5.117075 -0.39 -0.20 -0.15
H -22.018601 16.868559 8.223257 -0.67 0.46 -0.63
H -20.181253 19.610817 7.415187 0.26 0.60 -1.44
H -17.990040 17.684295 7.088735 0.01 0.02 -0.18
H -18.423991 18.880069 10.489973 0.15 0.07 0.36
H -19.722854 21.355032 6.085758 1.20 1.73 1.58
O -20.871095 19.170181 7.891555 0.35 -0.20 1.21
H -18.927814 18.787955 5.420063 -0.01 1.04 -0.04
O -21.794253 18.030808 10.597879 0.09 -0.14 1.25
H -17.573918 17.619005 8.512095 -0.50 -0.76 1.80
H -19.265210 20.056479 9.893154 0.41 -0.38 0.27
O -19.072703 17.903619 5.104574 -1.19 -0.54 0.61
O -22.550555 18.074137 5.655823 0.00 -0.09 -0.65
H -21.040016 18.596194 10.494585 0.53 0.30 0.16
H -23.181969 17.834645 7.792090 0.13 1.81 -1.41
O -19.836436 20.581020 5.590993 0.16 -1.24 -0.45
H -22.129384 17.914084 9.722020 -0.88 -0.25 -0.90
O -17.309785 17.992220 7.704976 0.33 0.54 -1.72
H -18.239041 17.593879 4.811485 1.27 -0.46 -0.63
O -19.097611 19.098879 9.847755 -0.11 0.74 0.07
H -16.816301 21.147077 7.508034 0.98 1.97 0.67
H -21.712454 18.392809 5.980053 0.46 0.50 0.56
H -20.575129 20.881324 5.091513 -1.28 -0.42 -1.21
O -22.977536 17.027244 8.192006 0.52 -2.60 1.96



27
Properties=species:S:1:pos:R:3:forces:R:3 method="wB97M-V/def2-TZVPD" spin_multiplicity=2 homo_ev="-14.14 / -14.00" homo_lumo_gap_ev="11.0 / 3.0" charge=+1 total_energy_ev=-18708.5062 e_above_lowest_ev=1.5007
H -0.641892 -3.059871 2.440545 -0.31 -0.01 -0.14
O 1.942816 -2.348445 -2.499431 -0.13 0.13 0.46
H 0.578193 0.608944 -2.046656 -0.49 0.23 -0.01
O 0.383184 -0.215630 -1.579550 1.07 -0.74 0.67
H -2.545864 -0.520157 -2.445691 0.26 -0.09 -0.10
H 0.539186 2.103840 2.198839 -0.07 -0.45 0.46
H -3.057784 -2.348866 1.041868 0.36 -0.22 -0.02
H -0.440090 -0.589747 -1.875434 -0.67 0.30 -0.39
H 1.134502 -1.106011 1.537748 0.25 0.21 -0.25
O 2.771749 2.605390 -0.204751 0.33 0.03 0.22
O 0.593218 3.052749 2.240044 0.35 0.58 -1.30
O -0.902776 2.204181 -1.746446 0.22 -0.13 -0.13
O 0.288064 -3.000831 2.186150 0.19 0.22 -0.30
H 0.414521 3.379492 3.109770 -0.22 -0.16 0.81
H -3.314206 -1.424229 2.159215 0.28 0.07 0.39
H 1.282465 -1.747155 -2.090561 0.00 0.21 -0.23
H 3.272499 3.032375 0.507815 -0.50 0.06 0.28
H -0.926082 3.024702 -1.244009 0.06 0.06 0.06
O 0.844579 -0.191000 1.383171 0.59 -0.19 0.88
H 2.409609 -2.701684 -1.726242 0.25 -0.22 -0.14
H -1.548992 1.620030 -1.337305 -0.38 0.06 0.05
H 0.575529 -2.200692 2.629531 -0.05 -0.19 0.79
H -3.906198 -0.113211 -2.120859 -0.19 0.28 0.46
O -2.611698 -1.996783 1.824383 -0.52 0.12 -0.35
O -3.031667 -0.140481 -1.707752 -0.04 -0.18 -0.44
H 0.334226 -0.275979 0.586282 -0.70 0.21 -1.23
H 3.485825 2.418502 -0.820881 0.05 -0.21 -0.49



28
Properties=species:S:1:pos:R:3:forces:R:3 method="wB97M-V/def2-TZVPD" homo_ev=-10.73 homo_lumo_gap_ev=10.6 total_energy_ev=-27682.1444 e_above_lowest_ev=0.7158
H 1.207938 -3.180741 -2.595372 -0.06 -0.14 -0.39
H 2.125743 2.753234 -1.407942 0.14 -0.03 0.44
O 1.485203 -2.697633 -1.816930 0.11 0.30 -0.16
O -3.275953 -1.303824 -0.675297 0.40 -1.00 -0.44
O -1.480791 1.762078 2.535823 -0.13 0.21 -0.20
H -0.158876 -2.887502 -0.920860 0.41 0.04 -0.06
H 1.658377 4.060294 0.912148 -0.17 0.28 -0.05
H -2.788436 0.955382 1.346009 0.57 0.26 0.52
H -1.439636 -2.366682 -0.304191 -0.81 0.16 -0.21
H -0.305865 -2.023330 1.541526 -0.08 -0.48 -0.67
O -3.592674 0.874757 0.833242 -0.47 -0.07 -0.04
H 2.311364 -3.108014 -1.561413 0.21 -0.27 0.21
Xe -0.083131 0.309924 -0.913610 0.01 0.25 0.02
H 0.498794 -1.900564 2.817983 0.18 -0.07 0.14
O 2.205084 3.308468 -2.183602 -0.01 0.22 -0.38
H -3.778793 -0.957538 -1.412510 -0.06 0.02 -0.14
H -3.789319 1.768670 0.553108 -0.08 0.16 -0.11
H 1.481372 3.036916 -2.748165 -0.11 -0.06 -0.21
O -0.399613 -1.915961 2.488053 -0.08 0.48 0.58
O -0.757186 -3.027538 -0.186940 0.04 -0.17 0.49
H -0.565971 1.528932 2.377749 0.24 -0.18 -0.12
O 3.456390 -0.271540 -1.473424 0.22 0.24 -0.03
O 2.300889 3.395065 0.665421 0.13 -0.21 -0.03
H 2.900776 -0.906705 -1.925192 -0.35 -0.16 -0.17
H -3.344398 -0.628911 0.000007 -0.27 0.62 0.29
H 3.652796 -0.681015 -0.630813 0.08 -0.04 0.23
H -1.663395 1.433923 3.416283 -0.11 -0.15 0.29
H 2.139311 2.669856 1.268911 0.05 -0.20 0.20



28
Properties=species:S:1:pos:R:3:forces:R:3 method="wB97M-V/def2-TZVPD" homo_ev=-28.27 homo_lumo_gap_ev=11.5 charge=+4 total_energy_ev=-19957.5871 e_above_lowest_ev=0.0000
H -0.327408 -1.429962 2.437897 -0.19 -0.06 0.93
O -0.808522 -0.631251 2.180489 2.08 0.08 -1.52
H -1.219242 -2.218399 -1.017393 -0.77 0.93 0.47
H -0.037785 -1.036480 -2.491846 -0.05 0.24 -0.59
H -1.666551 -2.222550 0.416728 -0.49 0.60 -0.10
H 0.875385 -2.097686 -1.779496 0.13 2.11 -0.32
H 2.236179 -1.767178 0.651774 0.46 0.23 0.27
H -1.737437 -0.786656 2.268530 -1.40 -0.19 0.52
O -1.530420 0.414405 -1.911313 0.66 0.39 -1.43
H 3.064989 0.747426 0.120419 -0.05 0.19 -0.01
H 0.704079 2.225383 2.053594 0.30 -0.03 -0.42
O -1.850479 1.235592 0.791599 0.74 0.00 0.93
H 0.996940 -2.651245 0.949496 0.73 2.21 0.43
O -1.455814 -1.570457 -0.293095 0.97 -1.96 0.07
O 2.397322 0.412786 -0.508895 -0.81 -0.14 1.24
H -1.322453 0.785053 -2.824447 -0.20 0.02 1.32
H -2.631926 1.366350 0.258087 -0.66 0.20 -0.86
H 1.369109 1.004866 2.669715 0.08 -0.06 -0.37
Zr 0.123304 0.063296 0.046413 -0.71 1.83 0.59
O 0.459811 2.232125 -0.885515 -0.49 -2.20 0.91
O 0.638842 -1.096873 -1.802994 0.54 -2.36 0.52
H 2.839645 0.335562 -1.354355 0.36 -0.21 -0.88
H -2.383349 -0.026757 -2.082868 -0.14 -0.02 0.37
O 1.320161 -1.660638 0.966975 -1.09 -2.33 -0.94
O 1.114838 1.370960 1.791302 -0.65 -0.48 0.09
H -2.148920 1.566445 1.684898 0.66 -0.27 -0.72
H 1.234375 2.593056 -1.311358 0.86 0.38 -0.31
H -0.254674 2.842817 -1.024352 -0.89 0.91 -0.18



29
Properties=species:S:1:pos:R:3:forces:R:3 method="wB97M-V/def2-TZVPD" homo_ev=-5.75 homo_lumo_gap_ev=8.6 charge=-1 total_energy_ev=-20782.9995 e_above_lowest_ev=3.5178
O 4.094642 -0.628381 0.893111 -0.91 3.15 2.13
O 0.821167 0.885993 -0.429335 -1.32 0.61 0.85
H 3.338987 1.699300 -0.007261 -1.30 2.13 2.94
H 1.282809 -1.888945 -1.027636 -0.35 -1.59 0.65
H 4.040522 0.304289 1.422512 0.17 -3.35 -1.94
H 2.071562 1.125202 2.588295 -2.09 -2.55 -0.88
O -2.329900 -0.861900 -3.103915 0.07 0.79 -1.66
O 0.497028 -1.727983 0.627959 -0.41 2.04 0.71
H -1.574270 -1.221357 -2.589899 0.01 1.07 -1.05
H 3.163588 -0.917912 1.028843 0.71 0.29 -0.22
O -4.344237 -0.409963 1.239946 -2.42 2.82 4.57
H 0.320649 -0.694991 0.536490 0.65 -2.44 -0.63
H -1.728477 2.607061 0.914054 0.13 4.30 -0.29
H -3.852503 0.227178 1.838504 -0.70 -1.42 -1.46
H 0.033309 1.476069 -0.372486 0.83 -0.74 -0.44
O 1.466099 0.275624 2.473193 0.03 2.80 -1.45
H -3.803220 -0.717367 0.599877 3.17 -1.49 -3.14
O 2.667930 2.269560 0.636879 3.55 -1.93 -3.33
O -1.797439 3.682258 0.874318 -4.67 -5.70 1.87
H 2.019384 1.965185 -0.057734 -1.88 -0.11 0.95
H 0.885456 0.495034 1.608243 2.34 0.04 2.17
H 1.051479 -1.780853 1.418886 -0.27 0.07 0.02
O 1.176625 -1.416784 -1.842144 0.71 0.79 -0.50
H -2.082826 -0.381436 -3.967779 0.14 -1.41 2.50
H -1.021326 4.011416 0.597057 4.59 1.38 -1.58
H -3.245101 -2.322533 -1.833664 -1.21 0.99 -2.03
H -1.799431 -2.809404 -1.555029 -2.30 0.28 1.14
O -2.726904 -2.663867 -1.153342 3.48 -1.55 1.26
H 1.374390 -0.580490 -1.357957 -0.76 0.73 -1.17



29
Properties=species:S:1:pos:R:3:forces:R:3 method="wB97M-V/def2-TZVPD" homo_ev=-5.39 homo_lumo_gap_ev=8.4 charge=-1 total_energy_ev=-20782.2396 e_above_lowest_ev=4.2777
O 2.162300 0.626463 -3.183814 -4.32 -0.27 -3.86
O -3.755302 0.125283 0.450257 3.75 1.13 -3.07
H -0.853890 0.018288 3.925704 -1.01 0.35 -2.55
H 2.369907 -0.813812 1.091680 -0.44 0.18 0.34
H -0.999865 -3.197542 -1.378531 1.40 -2.58 -0.38
H -3.294251 1.018520 0.459593 -1.45 -0.32 1.11
O -1.261576 0.079828 2.981739 2.31 -1.76 1.69
H -2.248589 1.910008 1.910365 0.77 -0.74 1.10
H -1.346866 -1.290647 -3.771758 2.50 -0.47 0.33
H 1.470082 0.145828 -2.637320 0.77 0.05 0.48
H 2.940220 0.769674 -2.792015 4.28 0.49 2.69
H -0.595950 -0.488315 2.444970 -1.48 1.27 1.39
H -0.438129 -1.630590 -1.625514 -1.91 -2.83 1.10
H -0.107356 0.505301 -0.213007 3.35 -1.15 1.45
H 2.721553 0.380050 3.235590 -0.74 0.44 -0.11
O 0.364243 0.488108 0.800351 -5.92 1.27 -0.08
O -1.216946 -2.314386 -1.341366 0.36 5.23 0.04
H 1.403913 0.429542 -1.087860 -0.43 -0.43 0.24
O 3.245315 -0.905448 0.712415 1.00 0.70 3.64
H 1.625296 1.026780 2.337009 -0.08 -0.26 0.47
H -1.285638 2.568266 0.720194 -3.78 -0.90 2.04
O 1.849204 0.823752 3.271311 0.71 -0.25 -0.38
O -2.288378 2.420031 1.117691 3.26 1.67 -2.97
O -0.332312 -1.318736 -3.630522 -2.94 0.49 -1.26
H 3.014640 -1.087344 -0.139139 -0.81 -0.83 -4.08
H -3.034124 -0.078568 -0.290057 -2.45 -1.03 1.83
O 0.736020 -0.231606 -1.325588 -0.29 0.20 -1.55
H -0.220122 -0.468128 -3.186496 0.56 0.08 0.26
H -0.623408 0.489395 1.144129 3.06 0.29 0.09